1.
Density functional theory data (wB97M-V/def2-TZVPD) for one molecule with the formula C2H4O3S at a distorted geometry.

Geometry as XYZ:
```
10
C2H4O3S, DFT wB97M-V/def2-TZVPD
C -0.12872 0.73086 -0.03842
C 0.85395 -0.35103 0.14436
O -3.65641 -1.04338 -0.14790
O -1.44858 0.25832 0.01706
O 0.04206 1.90383 -0.17429
S -3.31669 0.35445 0.01510
H 1.74462 -0.38431 -0.63857
H 0.21918 -1.30136 0.00356
H 1.15242 -0.46483 1.27665
H -3.56314 0.40896 1.42219
```

E_HOMO	-0.37845	Ha
ΔE to the lowest compared entry with this formula, charge and spin	2.0930	eV
multiplicity	1
LUMO level	-0.49	eV
orbital gap	0.360	Eh

Mulliken charges, unit e, in atom order: C 0.6174; C -0.7222; O -0.4142; O -0.4617; O -0.5199; S 0.5411; H 0.2640; H 0.2721; H 0.2443; H 0.1790

2.
Density functional theory data (wB97M-V/def2-TZVPD) for a 9-piece molecular cluster, C25H68O23S9 overall at a distorted geometry.

Geometry as XYZ:
```
125
C25H68O23S9, DFT wB97M-V/def2-TZVPD
O -30.74271 -2.44947 -3.01165
S -29.32397 -2.27190 -2.77913
O -28.52940 -2.04008 -3.96511
O -29.23435 -0.96920 -1.72685
C -29.82077 -1.08479 -0.41480
C -30.06515 0.37225 -0.02723
C -28.63954 -3.60444 -1.80981
H -29.05942 -1.55976 0.20395
H -30.71871 -1.69772 -0.49296
H -29.06107 0.78875 -0.10756
H -30.50156 0.61983 0.94041
H -30.67227 0.83586 -0.80477
H -28.80441 -4.53936 -2.34540
H -29.28915 -3.70355 -0.94016
H -27.61815 -3.38516 -1.49875
O -44.50485 -6.70364 1.56590
S -45.24391 -5.74286 0.75957
O -45.96183 -4.68294 1.50129
O -44.09314 -5.07572 -0.34808
C -44.24819 -3.74610 -0.75785
C -43.17439 -3.39762 -1.79460
C -46.38082 -6.78422 -0.31950
H -44.31620 -3.07170 0.09576
H -45.20260 -3.81114 -1.28034
H -43.45442 -3.84963 -2.74611
H -42.13547 -3.57107 -1.51411
H -43.24274 -2.32087 -1.94960
H -45.81086 -7.46448 -0.95236
H -46.90112 -5.99632 -0.86411
H -47.14437 -7.13573 0.37441
O -40.77173 -10.11236 6.45674
S -41.36193 -8.85255 6.75791
O -40.98160 -8.09519 7.93222
O -41.23969 -7.84411 5.41164
C -40.66010 -6.66904 5.53574
C -40.56797 -6.15944 4.07690
C -43.22217 -9.11003 6.57879
H -39.58699 -6.73766 5.71419
H -41.25698 -5.98498 6.13896
H -39.90585 -6.75904 3.45226
H -40.11078 -5.17157 4.02042
H -41.51669 -6.20037 3.54179
H -43.66170 -8.11657 6.48967
H -43.53988 -9.86165 7.30146
H -43.41098 -9.62058 5.63445
O -36.99846 5.95217 8.70686
S -36.29383 4.89306 7.99296
O -35.06817 4.32297 8.53415
O -37.31624 3.70010 7.54514
C -36.84505 2.35475 7.32425
C -38.03020 1.77936 6.57712
C -36.08972 5.36415 6.23557
H -36.64890 1.86738 8.27928
H -35.97967 2.14330 6.69614
H -37.82020 0.87946 5.99904
H -38.51384 2.51381 5.93307
H -38.75424 1.30563 7.24000
H -35.51650 6.29047 6.27354
H -37.05475 5.54236 5.76119
H -35.57598 4.57986 5.67964
O -34.40912 -4.02151 0.45728
S -33.92153 -5.30083 0.96029
O -32.53750 -5.71007 0.60623
O -34.12812 -5.40007 2.62048
C -34.82167 -4.39036 3.18108
C -35.24587 -4.89020 4.55152
C -34.89833 -6.73368 0.37399
H -35.69582 -4.09670 2.59993
H -34.11952 -3.55982 3.25374
H -34.43032 -4.90165 5.27461
H -35.76013 -5.84252 4.42231
H -35.97379 -4.15856 4.90213
H -34.73890 -6.57722 -0.69287
H -35.95250 -6.58290 0.60661
H -34.67763 -7.68065 0.86660
O -29.69055 2.31083 -5.86058
S -30.05320 3.46504 -5.07693
O -29.93363 4.86332 -5.58455
O -31.58148 3.15520 -4.55487
C -31.88895 1.80506 -4.17690
C -33.21838 1.71639 -3.47558
C -29.12399 3.37675 -3.44353
H -30.98236 1.38157 -3.74464
H -31.96462 1.14252 -5.03912
H -33.17693 2.05175 -2.43928
H -33.36739 0.64131 -3.37513
H -34.18315 1.99543 -3.89922
H -28.11841 3.75460 -3.62830
H -28.91801 2.32566 -3.24128
H -29.57344 3.96441 -2.64308
O -33.01541 6.69111 3.07145
S -32.63993 5.46196 2.31463
O -31.29303 5.32913 1.81436
O -33.01962 4.21095 3.19027
C -32.10013 3.87479 4.31534
C -32.32472 2.53558 5.05484
C -33.77104 5.02776 0.83345
H -32.42837 4.55492 5.10133
H -31.02975 3.93500 4.11847
H -32.53828 2.68191 6.11365
H -31.39735 1.96417 5.01498
H -33.22846 2.02900 4.71610
H -33.24391 4.17828 0.39913
H -33.62753 5.74673 0.02686
H -34.77633 4.88513 1.22987
C -38.41640 -0.67173 0.93128
S -37.52854 0.98162 0.84987
O -38.04902 1.66187 2.09754
C -35.92865 0.18103 1.46018
H -39.47775 -0.42440 0.95283
H -38.20001 -1.31868 1.78142
H -38.13784 -1.17890 0.00754
H -35.16520 0.95123 1.56990
H -35.56825 -0.58288 0.77123
H -36.08634 -0.55707 2.24659
C -46.92004 2.80837 -1.61068
S -46.68866 1.27177 -0.56650
O -46.60953 0.07926 -1.52247
C -44.86649 1.65615 -0.18913
H -47.79042 2.67655 -2.25344
H -46.04401 2.85360 -2.25769
H -46.90706 3.67848 -0.95429
H -44.38763 0.71308 0.07435
H -44.68488 2.33335 0.64545
H -44.20310 2.02556 -0.97114
```

E_HOMO	-0.34764	Ha
ΔE to the lowest compared entry with this formula, charge and spin	6.1103	eV
multiplicity	1
LUMO level	-0.32	eV
orbital gap	0.336	Eh

Mulliken population analysis, charges in e, atoms 1 to 99: O -0.6042; S 1.1222; O -0.5999; O -0.2662; C -0.1831; C -1.2144; C -0.8633; H 0.2795; H 0.4657; H 0.3043; H 0.4219; H 0.1429; H 0.3529; H 0.3106; H 0.3272; O -0.5851; S 1.0725; O -0.5833; O -0.3283; C -0.1160; C -1.1744; C -0.8593; H 0.3514; H 0.2413; H 0.3132; H 0.3291; H 0.3492; H 0.3154; H 0.3196; H 0.3524; O -0.5529; S 1.0443; O -0.5887; O -0.2698; C -0.0731; C -1.3169; C -0.8967; H 0.2789; H 0.3283; H 0.3328; H 0.3903; H 0.3139; H 0.3126; H 0.3734; H 0.3235; O -0.5925; S 1.1098; O -0.5924; O -0.2840; C 0.0376; C -1.1958; C -0.7821; H 0.2949; H 0.1294; H 0.3775; H 0.3085; H 0.3183; H 0.3883; H 0.3521; H 0.1339; O -0.5407; S 1.0578; O -0.6071; O -0.3039; C -0.1217; C -1.2309; C -0.9096; H 0.3650; H 0.2670; H 0.3275; H 0.3282; H 0.3641; H 0.3402; H 0.3232; H 0.3425; O -0.5820; S 1.1369; O -0.6004; O -0.3211; C 0.2386; C -1.1683; C -0.8261; H 0.0630; H 0.2126; H 0.1808; H 0.3743; H 0.3626; H 0.4026; H 0.2199; H 0.3116; O -0.6262; S 1.0895; O -0.6048; O -0.1581; C -0.3204; C -1.0727; C -0.8667; H 0.3237; H 0.3795

3.
Density functional theory data (wB97M-V/def2-TZVPD) for one molecule with the formula C20H27N3O6S.

Geometry as XYZ:
```
57
C20H27N3O6S, DFT wB97M-V/def2-TZVPD
C -2.44287 2.21176 -5.14233
O -1.42793 1.21507 -5.17806
C -0.46178 1.34268 -4.28162
O -0.26514 2.30804 -3.59170
C 0.51989 0.15971 -4.36246
C 1.93911 0.68775 -4.52494
S 3.04766 -0.54176 -3.76012
C 1.65285 -1.39639 -2.91209
C 1.52047 -2.74154 -3.61608
O 0.78870 -2.95397 -4.54527
O 2.34360 -3.63370 -3.07314
C 2.39672 -4.90914 -3.70480
N 0.50569 -0.56873 -3.10352
C -0.59696 -0.55074 -2.32335
O -1.59169 0.06364 -2.65698
C -0.51833 -1.31534 -1.01225
N 0.63726 -0.89384 -0.23707
C 0.64744 0.52883 0.07798
C -0.33119 0.89852 1.19492
N -0.03662 0.11307 2.38005
C -0.46976 0.60012 3.61692
C -1.19982 -0.17050 4.52467
C -1.55045 0.33077 5.76046
C -1.19653 1.62382 6.13623
O -1.60266 2.02290 7.38068
C -1.27186 3.32125 7.80265
C -0.47068 2.40063 5.24148
C -0.11106 1.88953 4.00888
C -0.13764 -1.30399 2.10943
C 0.84047 -1.65909 0.98058
H -3.06719 2.04277 -6.01553
H -3.02272 2.10009 -4.22479
H -1.99651 3.20780 -5.16756
H 0.22826 -0.50529 -5.18404
H 2.05537 1.62810 -3.98319
H 2.22041 0.81627 -5.56711
H 1.89459 -1.51333 -1.85249
H 2.85923 -4.82054 -4.68922
H 1.39050 -5.31614 -3.82100
H 2.99781 -5.54172 -3.05753
H -0.41442 -2.38333 -1.23350
H -1.48185 -1.16264 -0.50508
H 0.41351 1.10026 -0.82181
H 1.66433 0.77495 0.39699
H -0.23857 1.95937 1.41913
H -1.36469 0.71739 0.85414
H -1.51337 -1.17047 4.26902
H -2.11617 -0.26923 6.45591
H -1.69411 3.42415 8.80126
H -1.70799 4.08250 7.14675
H -0.18719 3.46551 7.85349
H -0.16791 3.40507 5.49309
H 0.47520 2.50688 3.34531
H 0.15160 -1.85944 3.00287
H -1.16184 -1.60158 1.82543
H 0.77018 -2.72387 0.74690
H 1.85666 -1.44289 1.32342
```

E_HOMO	-0.27510	Ha
ΔE to the lowest compared entry with this formula, charge and spin	2.2321	eV
multiplicity	1
LUMO level	0.61	eV
orbital gap	0.298	Eh
SMILES string	COC(=O)[C@H]1CS[C@H](C(=O)OC)N1C(=O)CN1CCN(c2ccc(OC)cc2)CC1

Mulliken charges, unit e, in atom order: C -0.7242; O -0.3384; C 0.3359; O -0.6375; C 0.0136; C -0.7479; S -0.2624; C 0.1132; C 0.4848; O -0.5942; O -0.2835; C -0.7304; N 0.3185; C 0.6413; O -0.6415; C -1.0071; N 0.1892; C -0.8412; C -0.7004; N 0.2465; C -0.0213; C -0.1133; C -0.8502; C 0.8093; O -0.4630; C -0.8290; C -0.3329; C -0.7273; C -0.6814; C -1.4791; H 0.2514; H 0.2851; H 0.3019; H 0.3949; H 0.4216; H 0.4514; H 0.2861; H 0.3195; H 0.3190; H 0.2371; H 0.4409; H 0.4350; H 0.2998; H 0.4887; H 0.5190; H 0.1084; H 0.4183; H 0.4063; H 0.2387; H 0.3295; H 0.3311; H 0.3675; H 0.4005; H 0.5987; H 0.3693; H 0.4531; H 0.3813

4.
Density functional theory data (wB97M-V/def2-TZVPD) for a 2-piece molecular cluster, CH3FO2 overall at a distorted geometry.

Geometry as XYZ:
```
7
CH3FO2, DFT wB97M-V/def2-TZVPD
C 0.12398 0.28873 -0.33776
O 1.31536 0.66417 0.28166
O 2.63082 -0.51490 -0.18227
F 3.76547 0.19577 0.02749
H -0.45577 -0.58188 -0.03365
H 0.22202 0.20063 -1.38270
H -0.43790 1.26014 -0.38822
```

E_HOMO (alpha / beta)	-0.40513 / -0.40507	Ha
ΔE to the lowest compared entry with this formula, charge and spin	7.9832	eV
multiplicity	1
LUMO level (alpha / beta)	-1.76 / -1.76	eV
orbital gap (alpha / beta)	0.340 / 0.340	Eh

Mulliken charges, unit e, in atom order: C -0.5315; O -0.2248; O -0.0414; F -0.0654; H 0.2816; H 0.2908; H 0.2908

What is the formula in the first record? C2H4O3S

Number 1 is which compound? C2H4O3S